--- 1 ---
The following is a quantum chemistry calculation of an isolated molecule of C4H11N2, from the OMol25 dataset.

The geometry in ORCA input format:
```
! RIJCOSX wB97M-V def2-TZVPD def2/J DEFGRID3
* xyz 0 2
C 2.013 -0.572 -0.339
C 0.674 -0.465 -1.068
C -0.467 -1.033 -0.186
N -1.583 1.863 0.103
C -1.426 0.982 1.136
N -0.869 -0.272 1.017
H 2.361 -1.606 -0.246
H 1.965 -0.218 0.701
H 2.684 0.098 -0.882
H 0.509 0.579 -1.345
H 0.644 -1.131 -1.927
H -1.357 -1.366 -0.739
H 0.000 -1.926 0.253
H -1.787 2.794 0.419
H -1.371 1.731 -0.867
H -1.146 1.389 2.134
H -0.846 -0.848 1.836
*
```

Kohn-Sham gap (alpha / beta) = 5.738 / 9.808 eV
E_LUMO (alpha / beta) = 1.10 / 1.04 eV
HOMO level (alpha / beta) = -0.1703 / -0.3221 Ha
⟨S²⟩ = 0.753

---

--- 2 ---
The following is a quantum chemistry calculation of a structure of composition C4H11N2, from the OMol25 dataset.

The geometry in ORCA input format:
```
! RIJCOSX wB97M-V def2-TZVPD def2/J DEFGRID3
* xyz 0 2
C -2.535 -0.234 -0.779
C -1.179 -0.044 -0.113
C -0.319 -1.294 0.288
N 1.944 1.164 -0.093
C 3.329 1.590 0.188
N -1.360 -2.037 1.023
H -3.002 -1.112 -0.171
H -3.058 0.730 -0.779
H -2.464 -0.284 -1.953
H -1.078 0.349 0.843
H -0.489 0.438 -0.796
H 0.610 -0.690 0.577
H -0.050 -1.463 -0.824
H 3.717 0.980 1.283
H 2.277 2.201 0.384
H 4.356 2.209 -0.904
H -0.697 -2.505 1.824
*
```

Kohn-Sham gap (alpha / beta) = 7.814 / 7.755 eV
E_LUMO (alpha / beta) = -0.43 / -1.45 eV
HOMO level (alpha / beta) = -0.3030 / -0.3382 Ha
⟨S²⟩ = 1.772

---

Stability check: which of them is least stable? 2.

---

--- 1 ---
The following is a quantum chemistry calculation of a cluster of 2 separate species, C2H6N2O4 in total, from the OMol25 dataset.

The geometry in ORCA input format:
```
! RIJCOSX wB97M-V def2-TZVPD def2/J DEFGRID3
* xyz 0 1
O -1.317 0.480 0.760
N -1.681 -0.626 0.221
N -1.200 -1.720 0.681
O -1.261 -2.742 -0.181
H -1.734 -0.554 -0.824
H -1.202 -2.424 -1.105
C 1.215 1.765 0.157
C 0.517 0.556 -0.392
O 0.123 0.417 -1.521
O 1.034 -0.745 0.225
H 2.288 1.685 0.005
H 0.997 1.870 1.218
H 0.852 2.646 -0.368
H 1.368 -0.608 1.123
*
```

Kohn-Sham gap (alpha / beta) = 9.415 / 9.413 eV
SMILES string = [O-]/[NH+]=N/O.CC(=O)O
E_LUMO (alpha / beta) = -0.37 / -0.37 eV
HOMO level (alpha / beta) = -0.3596 / -0.3596 Ha

---

--- 2 ---
The following is a quantum chemistry calculation of a cluster of 2 separate species, C2H6N2O4 in total, from the OMol25 dataset.

The geometry in ORCA input format:
```
! RIJCOSX wB97M-V def2-TZVPD def2/J DEFGRID3
* xyz 0 1
O 3.429 -0.774 -0.935
N 2.372 -0.397 -0.493
O 1.983 -0.837 0.735
N 1.673 0.566 -0.901
O 2.056 1.002 -2.175
H 1.128 -0.550 0.833
H 2.965 0.665 -2.302
C -3.027 0.305 1.001
C -1.879 0.266 0.438
O -0.940 -0.728 0.602
H -3.368 -0.469 1.576
H -3.593 1.209 0.640
H -1.450 1.221 0.068
H -1.349 -1.480 0.912
*
```

Kohn-Sham gap = 10.528 eV
SMILES string = [O-]/[N+](O)=N\O.C=CO
E_LUMO = 0.67 eV
HOMO level = -0.3622 Ha

---

Stability check: which of them is least stable? 2.